[1]
116
Properties=species:S:1:pos:R:3:forces:R:3 method="wB97M-V/def2-TZVPD" e_above_lowest_kcal_mol=116.2 charge=+1 e_homo_ha="-0.3633 / -0.3531" s2=0.778 e_lumo_ev="-6.2 / -6.4" gap_ev="3.68 / 3.24" spin_multiplicity=2 largest_force_ha_per_bohr=0.051
Ir -0.011000 0.345600 0.070800 2.33 1.10 0.28
C -1.643100 -3.358200 0.549700 -0.37 0.22 -0.18
C -2.649900 -2.710100 -0.404300 -0.22 -0.19 0.00
C -4.008700 -2.560700 0.279700 0.20 -0.05 -0.08
C -2.829800 -3.568600 -1.656000 -0.04 0.18 0.32
O -2.134000 -1.416000 -0.775800 -0.02 -1.40 0.09
Si -2.887500 -0.306200 -1.706000 1.62 2.08 -0.02
S -1.420500 1.288000 -1.624400 -0.23 -1.08 1.17
O -3.095200 -0.727500 -3.245200 -0.45 -0.50 -0.33
C -2.386100 -0.586000 -4.482700 -0.03 0.00 -0.20
C -2.609400 0.839600 -4.984500 0.00 -0.26 0.18
C -0.896100 -0.858100 -4.286100 -0.08 0.17 0.09
C -2.996200 -1.615200 -5.433100 0.13 0.29 0.23
O -4.263000 0.078000 -0.995200 -0.50 -0.33 0.33
C -5.391900 0.908100 -1.292600 -0.34 0.13 -0.05
C -6.278800 0.159100 -2.284500 0.19 0.07 0.20
C -4.909900 2.229700 -1.876900 0.07 -0.20 0.23
C -6.106500 1.124400 0.040000 0.19 -0.04 -0.28
H -1.909100 -4.398800 0.713100 -0.04 -0.15 0.04
H -1.633300 -2.841800 1.502700 0.06 0.04 0.11
H -0.641700 -3.316300 0.134200 0.19 -0.02 0.01
H -4.268100 -3.475400 0.807500 -0.02 -0.11 0.09
H -4.778600 -2.356000 -0.457800 -0.14 0.04 -0.01
H -3.983200 -1.725100 0.971300 0.00 0.04 0.09
H -3.283800 -4.517500 -1.379500 0.00 -0.15 -0.05
H -1.875500 -3.752500 -2.143000 0.18 -0.06 -0.18
H -3.482800 -3.056400 -2.357400 -0.03 -0.05 -0.15
H -2.216300 1.543600 -4.254000 0.09 0.11 -0.04
H -3.673700 1.021900 -5.099000 -0.17 0.02 -0.05
H -2.125100 1.003600 -5.942900 0.10 0.01 -0.11
H -0.489500 -0.151400 -3.564800 0.07 0.07 -0.02
H -0.365100 -0.751800 -5.228900 0.04 -0.03 -0.14
H -0.742300 -1.863800 -3.905800 -0.02 -0.35 0.01
H -4.058900 -1.431100 -5.554000 -0.16 0.04 -0.01
H -2.862600 -2.619900 -5.041200 0.04 -0.14 0.06
H -2.518800 -1.550700 -6.404300 0.08 -0.01 -0.22
H -5.691500 -0.121100 -3.153900 0.03 0.01 -0.19
H -7.115400 0.774600 -2.599700 -0.12 0.11 -0.04
H -6.669400 -0.748100 -1.831900 -0.07 -0.14 0.08
H -4.433500 2.054400 -2.835800 0.08 0.04 -0.27
H -4.175600 2.677500 -1.214600 0.09 0.11 0.10
H -5.730000 2.928000 -2.010400 -0.16 0.03 -0.06
H -6.434500 0.174000 0.451000 -0.05 -0.17 0.04
H -6.974500 1.761100 -0.091600 -0.16 0.11 -0.04
H -5.433100 1.595200 0.749900 0.11 0.10 0.09
C 1.145400 -2.594400 -1.534800 0.56 -0.66 -0.15
C 1.821400 -3.788200 -1.706400 -0.03 -0.04 0.02
C 3.245100 -3.861300 -1.726000 0.21 0.21 0.03
C 3.888000 -5.061200 -1.906400 0.38 0.28 0.01
C 3.162200 -6.239700 -2.056800 -0.32 0.40 0.01
C 1.771100 -6.201400 -2.046100 -0.34 -0.18 -0.04
C 1.113100 -5.008600 -1.895000 -0.29 -0.02 -0.06
H 0.078200 -2.524900 -1.634700 -0.43 0.09 -0.02
H 1.670800 -1.689700 -1.281600 0.10 0.27 -0.05
H 3.816300 -2.944800 -1.647500 0.04 0.00 0.14
H 4.966500 -5.101200 -1.943500 0.05 0.08 0.03
H 3.668500 -7.177300 -2.208800 0.14 -0.16 0.03
H 1.209100 -7.114500 -2.171800 -0.05 -0.03 -0.02
H 0.035900 -4.977000 -1.920500 -0.20 -0.02 0.07
F -0.076500 2.354700 1.270000 0.10 0.07 -0.36
B 0.046300 3.096100 2.549600 -0.04 -0.65 -0.71
F -0.479100 2.263800 3.506500 -0.50 -0.56 0.87
F 1.401500 3.241200 2.734200 1.04 0.29 0.25
F -0.609100 4.257600 2.419200 -0.49 0.93 -0.05
N 3.809400 0.814400 -4.208500 0.24 -0.35 -0.41
C 3.175700 1.419100 -3.189600 -0.57 0.27 1.00
C 2.239900 0.728900 -2.385900 0.38 -0.09 -0.36
N 1.641100 1.304500 -1.359600 -1.36 -0.20 0.65
C 1.911800 2.591700 -1.126600 0.03 0.30 0.05
C 2.833200 3.265800 -1.920800 -0.23 -0.23 0.29
N 3.467000 2.692700 -2.922600 0.28 -0.25 -0.54
H 3.618900 -0.143400 -4.439400 0.04 0.13 -0.10
H 4.460100 1.343600 -4.761700 -0.02 -0.01 -0.01
H 2.000100 -0.295000 -2.622600 -0.14 -0.11 -0.03
H 1.399400 3.089400 -0.320600 -0.13 -0.08 0.17
H 3.081600 4.298400 -1.727500 -0.09 0.12 0.09
C 2.774900 -1.391000 1.375000 0.02 -0.04 0.14
N 2.100200 -0.091100 1.558400 -1.00 -0.19 -0.55
C 1.672000 -0.022100 2.976100 -0.19 0.01 0.36
N 2.781200 -0.177000 3.889300 -0.26 -0.18 0.75
C 3.401500 -1.470800 3.660700 -0.13 0.13 0.06
N 3.886800 -1.563400 2.288900 0.31 -0.78 -0.29
C 4.854200 -0.492500 2.072600 -0.09 0.16 -0.01
N 4.233400 0.802500 2.289600 0.58 0.46 -0.26
C 3.124900 0.963600 1.374400 0.18 0.36 -0.23
C 3.745500 0.890000 3.658300 -0.08 -0.01 -0.02
H 3.162500 -1.455600 0.356000 -0.01 0.10 -0.13
H 2.051900 -2.195500 1.536000 -0.08 0.02 0.00
H 0.961900 -0.831200 3.157300 0.03 0.05 -0.07
H 1.195900 0.937300 3.157300 -0.07 -0.08 -0.08
H 2.657200 -2.254600 3.827300 0.06 -0.02 0.05
H 4.233800 -1.613300 4.352800 -0.02 0.00 -0.05
H 5.222900 -0.544000 1.044700 0.05 -0.01 0.01
H 5.692400 -0.617600 2.760800 -0.02 -0.02 -0.04
H 3.511600 0.904900 0.354200 -0.06 -0.03 0.00
H 2.665500 1.936900 1.541400 -0.08 -0.09 -0.04
H 3.253900 1.853800 3.804200 0.06 -0.05 0.02
H 4.581700 0.790600 4.353000 -0.03 0.01 -0.01
N -1.071300 -0.384300 1.797600 -0.30 0.53 -1.08
C -1.636100 -0.524700 2.800300 0.78 0.13 -1.52
N -2.227100 -0.777400 3.913400 -0.34 0.12 0.68
C -1.452600 -0.834600 5.147800 0.33 0.18 0.54
C -2.282400 -0.308700 6.311900 0.01 -0.23 -0.02
C -3.604700 -1.060900 6.405900 -0.04 0.26 -0.05
C -4.371000 -0.883200 5.100800 0.15 -0.21 0.04
C -3.538600 -1.408500 3.938000 -0.66 -0.16 -0.10
H -0.551300 -0.235600 5.020100 -0.01 -0.02 -0.05
H -1.165100 -1.878000 5.335900 0.02 0.04 -0.03
H -2.479400 0.750800 6.157800 0.06 0.14 0.01
H -1.708900 -0.420100 7.231300 0.07 0.04 0.01
H -4.191800 -0.687000 7.243300 -0.02 -0.03 0.04
H -3.416800 -2.121400 6.579800 0.00 -0.13 0.07
H -4.590300 0.173200 4.951200 -0.06 0.08 -0.08
H -5.314500 -1.428600 5.126100 -0.04 0.02 -0.05
H -4.039200 -1.217500 2.988800 0.09 -0.01 0.06
H -3.407500 -2.492700 4.048900 0.00 0.00 -0.06

***

[2]
16
Properties=species:S:1:pos:R:3:forces:R:3 method="wB97M-V/def2-TZVPD" e_above_lowest_kcal_mol=127.8 e_homo_ha="-0.2427 / -0.2731" e_lumo_ev="0.6 / 0.7" gap_ev="7.17 / 8.17" largest_force_ha_per_bohr=0.027
O -2.505081 -0.486825 0.188814 -0.67 0.08 0.13
C -1.189230 -0.771198 0.138667 -0.52 -1.24 0.34
C -0.321851 0.090139 -0.558308 1.18 0.67 0.27
C 0.686140 0.686211 0.484843 0.31 -0.02 0.00
C 1.922541 0.255954 -0.277707 0.09 0.29 -0.06
C 0.978191 -0.613450 -1.097665 -0.26 -0.29 -0.72
H -2.972360 -1.133698 0.730494 0.10 0.10 -0.07
H -1.656569 1.527454 1.787305 0.04 0.16 0.00
H -0.831928 -1.620152 0.715534 0.01 0.12 -0.12
H -0.826075 0.790044 -1.232094 0.15 -0.12 0.08
H 0.559766 0.470488 1.546269 -0.04 0.16 -0.16
H -1.021406 1.804017 1.505801 -0.28 0.04 0.13
H 2.346325 1.094355 -0.848689 -0.02 -0.18 0.06
H 2.740766 -0.267995 0.226201 -0.19 0.11 0.06
H 1.009248 -1.656277 -0.772270 -0.06 0.14 -0.08
H 1.041936 -0.576391 -2.188647 0.15 -0.03 0.12